1.
30
Properties=species:S:1:pos:R:3:forces:R:3 method="wB97M-V/def2-TZVPD" total_charge=0 e_lumo_ha=0.0268 e_tot_ha=-392.8384 e_above_lowest_kcal_mol=113.1 smiles=C1CCCC1.C1CCCC1 homo_ev=-10.287
C -0.25568 -1.48360 -2.91371 -4.28 -4.98 -0.34
C -1.86112 -1.53849 -2.76579 0.98 5.37 -0.19
C -2.18719 -2.86759 -2.11536 -3.22 0.96 -0.04
C -1.04416 -3.29956 -1.22395 2.65 -0.78 -0.18
C 0.29835 -2.52307 -1.96124 -3.08 -3.32 -0.64
H -0.20373 -1.82082 -3.93601 1.05 0.29 -0.41
H 0.21785 -0.67134 -2.65969 2.02 5.06 0.42
H -2.24688 -1.02208 -3.73928 0.09 -2.39 0.96
H -2.32811 -0.58302 -2.15441 1.55 -2.41 -0.35
H -2.20127 -3.73318 -2.81745 -1.10 0.96 0.02
H -3.27128 -2.43564 -1.65280 2.56 -2.71 -0.71
H -0.82168 -4.50251 -1.31612 -0.84 3.10 0.63
H -1.05921 -2.96275 -0.15118 -0.20 -0.51 -1.05
H 0.77639 -3.35323 -2.55193 0.31 1.04 1.13
H 0.77810 -2.09740 -1.13426 1.51 0.34 0.76
C 1.42494 1.08189 2.76132 -0.09 1.34 -2.35
C 2.17556 2.08482 1.71430 0.64 1.74 1.53
C 1.21084 3.27207 1.24933 0.69 -0.96 -2.88
C 0.03499 3.24452 2.35173 4.64 -0.86 0.42
C 0.00207 1.72130 2.86884 1.47 2.26 -1.39
H 1.34443 0.02736 2.44820 0.14 0.52 -0.15
H 2.08898 1.11351 3.61712 -0.60 -0.03 0.57
H 2.86068 1.67255 0.90063 -1.12 0.40 1.18
H 2.78286 2.77914 2.40500 0.06 -1.77 -0.82
H 0.95373 2.97698 0.07387 -0.14 1.11 3.03
H 1.94422 4.23792 1.16855 -2.33 -2.03 0.31
H -0.85458 3.77001 2.16908 -1.40 0.14 -0.74
H 0.51217 3.83167 3.18948 -0.46 -0.52 -0.54
H -0.75775 1.21740 2.34168 -0.65 -1.00 -0.76
H -0.31351 1.86313 3.83406 -0.82 -0.35 2.60

---

2.
48
Properties=species:S:1:pos:R:3:forces:R:3 method="wB97M-V/def2-TZVPD" total_charge=+3 e_lumo_ha="-0.4651 / -0.5017" multiplicity=2 e_tot_ha=-6211.7073 e_above_lowest_kcal_mol=0.0 homo_ev="-17.214 / -17.214"
Ag -1.56805 3.17139 0.60667 0.07 2.59 -0.07
Sn -3.93363 1.01392 2.93206 2.72 -0.21 -2.52
Sn -1.96208 -2.84635 1.19576 2.17 2.70 -0.93
P -1.47933 0.45154 0.53068 -0.07 0.25 -1.00
O -1.31365 1.43833 -0.65419 -0.08 -2.78 0.45
O -1.47761 1.36237 1.80993 -1.96 -0.36 2.91
O -0.45295 -0.67428 0.73436 -0.95 -1.47 -0.24
O -2.90084 -0.24044 0.58529 -1.19 -0.98 1.47
Cl 3.74854 1.77673 -0.37866 0.20 0.23 -0.26
C 2.45777 1.17681 0.65144 -0.52 -0.19 0.27
C 1.88763 2.24833 1.57340 0.66 -0.65 0.12
Cl 1.03952 3.55580 0.69596 0.33 0.39 -0.08
H 2.88018 0.38667 1.27242 0.00 0.05 0.09
H 1.71385 0.71846 0.00115 -0.20 0.17 0.13
H 2.73106 2.66909 2.11934 -0.17 0.44 -0.09
H 1.20497 1.84493 2.31839 -0.14 -0.10 -0.23
Cl 0.98792 -1.10176 -4.40360 0.30 0.07 0.17
C 0.52688 -0.01367 -3.08702 -0.97 0.15 -0.26
C -0.21616 1.17716 -3.70552 0.76 0.03 0.39
Cl 0.80497 2.15545 -4.74267 -0.18 -0.24 0.32
H 1.35074 0.25217 -2.42601 0.28 0.27 -0.48
H -0.17741 -0.54889 -2.44868 -0.22 0.05 -0.13
H -0.76637 1.82762 -3.01564 0.23 0.24 0.26
H -1.03396 0.92158 -4.40307 -0.27 -0.62 -0.26
Cl 0.74025 -3.48434 -1.10345 -0.67 -0.18 0.22
C 2.08238 -2.37457 -0.72752 0.54 1.23 0.22
C 3.00655 -2.97583 0.30707 -0.25 -0.65 0.23
Cl 4.45994 -2.00982 0.58956 -0.04 0.16 -0.37
H 1.62785 -1.43456 -0.41842 -0.04 -0.13 0.20
H 2.64668 -2.16807 -1.63710 -0.18 -0.34 -0.19
H 3.26120 -3.96521 -0.07231 0.41 0.02 0.28
H 2.56057 -3.07701 1.29532 -0.32 -0.09 -0.19
Cl -5.70750 1.14129 -3.26796 -0.29 -0.01 0.34
C -4.20001 1.00971 -2.32749 -0.07 -0.01 -1.09
C -3.62622 -0.40484 -2.51953 0.27 0.68 -0.16
Cl -3.18390 -0.75419 -4.26209 -0.08 0.35 0.97
H -4.36622 1.29621 -1.29052 -0.15 -0.53 0.09
H -3.60819 1.82043 -2.75103 0.55 -0.39 0.03
H -4.34774 -1.15529 -2.20355 -0.06 0.02 -0.22
H -2.71206 -0.52038 -1.94029 0.02 0.03 -0.09
Cl 0.51022 -2.41916 3.60449 -0.29 -0.20 -0.76
C 0.34170 -0.66231 3.84048 -0.94 1.07 0.60
C 1.33761 -0.10789 4.84145 0.67 -0.37 0.17
Cl 2.98938 0.08336 4.22580 0.22 -0.05 -0.61
H -0.66221 -0.53503 4.25594 0.05 -0.16 0.49
H 0.22686 -0.10703 2.91180 0.85 -0.43 -0.30
H 1.48649 -0.79971 5.66901 -0.49 0.13 0.14
H 1.08440 0.88127 5.21857 -0.50 -0.16 -0.06

---

3.
47
Properties=species:S:1:pos:R:3:forces:R:3 method="wB97M-V/def2-TZVPD" total_charge=-1 e_lumo_ha=0.0893 e_tot_ha=-7590.1192 homo_ev=-4.024
C 3.41709 -0.34265 -0.06275 0.07 0.25 0.20
B 2.58847 0.44430 -1.14832 0.02 -0.19 -0.15
O 3.27846 1.27292 -2.01792 -0.31 0.23 0.14
P 0.62628 0.42831 -1.39577 0.19 0.02 0.00
P 0.86054 2.72263 -0.95007 0.14 0.04 0.24
C 0.69304 3.38977 -2.65973 0.12 -0.06 -0.11
C -0.74633 3.32667 -0.26417 -0.17 0.09 0.02
C 0.51793 -1.53778 -1.81192 0.27 0.08 -0.10
F -0.73228 -2.00180 -2.11628 -0.32 0.02 -0.03
F 0.92030 -2.30788 -0.74018 0.08 -0.13 0.15
C 1.40755 -2.10341 -2.96072 -0.23 0.17 -0.17
F 2.70002 -2.12599 -2.57900 0.28 0.06 0.07
F 1.04137 -3.38363 -3.20797 -0.01 -0.26 0.05
C 1.36631 -1.39177 -4.33833 0.04 0.09 -0.09
F 2.14861 -0.31236 -4.35653 -0.13 -0.09 -0.02
F 1.82876 -2.22677 -5.29301 -0.09 0.11 0.14
F 0.12096 -1.04308 -4.67009 0.14 -0.05 -0.02
O -1.10619 0.48701 -1.47823 -0.06 0.34 0.02
C -1.82601 0.18702 -0.32940 0.10 -0.35 -0.19
C -0.82251 0.13367 0.84805 0.04 0.35 0.23
P -1.09533 -1.27435 1.96326 0.15 -0.12 0.31
O -0.63330 -1.13403 3.37777 0.05 0.00 -0.15
O 0.46568 0.10466 0.33497 -0.15 -0.16 0.02
H 2.81478 -0.86012 0.68184 0.01 0.04 -0.06
H 4.02799 -1.07867 -0.59835 -0.05 0.00 0.02
H 4.12255 0.32649 0.45136 -0.06 -0.06 0.01
H 4.01324 1.70821 -1.57005 0.19 -0.26 -0.17
H 0.64068 0.71687 -2.79009 -0.06 -0.06 -0.04
H 1.56457 3.05725 -3.22960 -0.08 0.05 -0.01
H 0.69561 4.48396 -2.63042 -0.04 -0.06 -0.05
H -0.20998 3.03314 -3.16721 0.02 0.02 0.07
H -0.78769 4.41206 -0.40601 0.02 -0.05 0.05
H -1.62652 2.89315 -0.74765 0.09 -0.03 -0.01
H -0.78900 3.13946 0.81155 -0.04 -0.01 -0.07
H -2.58927 0.94937 -0.13851 0.00 -0.07 0.00
H -2.32844 -0.78474 -0.46600 -0.03 0.06 0.07
H -0.95989 1.00009 1.51718 0.02 0.02 -0.16
H -0.53260 -2.37489 1.29612 -0.11 0.02 -0.14
H -2.48784 -1.49703 1.88614 -0.02 -0.07 -0.15
Br -3.82098 0.09205 4.19180 -0.20 0.08 0.00
C -2.94525 -0.56523 5.79195 0.19 -0.02 -0.03
C -2.45123 -1.97617 5.62340 -0.08 -0.07 0.02
Br -3.90366 -3.27703 5.68163 -0.04 0.00 0.01
H -3.65479 -0.45722 6.60655 0.00 -0.01 0.00
H -2.09071 0.08973 5.94695 0.00 0.00 -0.04
H -1.78307 -2.24220 6.43908 -0.02 0.01 0.02
H -1.93788 -2.10001 4.67465 0.05 0.03 0.10

---

4.
36
Properties=species:S:1:pos:R:3:forces:R:3 method="wB97M-V/def2-TZVPD" total_charge=+2 e_lumo_ha=-0.3119 e_tot_ha=-1375.1251 homo_ev=-14.148
C -3.68782 -1.40979 -0.45384 -0.39 -1.52 -0.04
C -3.21467 -2.98220 -0.24016 -0.41 2.10 -0.15
O -2.24948 -3.24192 -1.33254 1.18 0.98 3.18
C -1.09399 -3.91890 -0.68489 -0.19 -0.03 -0.39
O -0.99622 -5.05492 -0.91209 0.67 -0.64 0.09
C -0.02063 -3.15608 0.27202 -0.50 0.33 -0.23
C 1.12044 -2.30160 -0.52332 -0.78 0.14 -0.90
C 0.98507 -0.68164 -0.42034 0.14 -0.97 0.62
B 1.55682 -0.04563 0.96477 -0.34 1.63 0.00
C 0.93510 1.35917 1.41968 -0.76 -0.81 -0.62
C 1.92192 2.58853 1.12379 1.27 0.43 -0.07
O 2.91677 2.64177 1.79881 -0.64 -0.16 0.52
N 1.64296 3.55523 0.16689 -0.79 -1.41 0.87
C 1.37898 3.17428 -1.20626 -0.63 0.65 -0.44
C 1.71019 4.96149 0.51937 0.20 1.72 -1.00
H -4.21455 -1.35941 -1.44148 0.61 0.23 0.92
H -4.36615 -1.08653 0.37958 0.62 -0.09 -0.77
H -2.74635 -0.75366 -0.47526 -6.57 0.54 -2.34
H -2.75345 -3.11507 0.80800 -0.54 -0.15 -1.27
H -4.12002 -3.63439 -0.28518 0.86 0.42 -0.09
H -0.62174 -2.45328 0.98326 2.45 -3.62 0.74
H 0.44110 -3.94396 0.92082 -0.58 0.71 -0.67
H 1.08996 -2.55794 -1.61897 -0.11 -0.05 1.11
H 2.10829 -2.67853 -0.14972 -0.91 0.80 -0.13
H -0.11431 -0.32765 -0.52316 4.58 1.52 -2.00
H 1.55644 -0.17915 -1.25112 -0.60 -0.58 0.67
H 2.41334 -0.54923 1.61340 -0.01 -0.23 -0.30
H -0.04696 1.53453 0.88249 0.63 0.14 0.50
H 0.76483 1.36971 2.53101 0.28 0.25 -0.99
H 1.44428 2.06460 -1.31859 -0.11 0.90 0.03
H 2.14222 3.64571 -1.88645 -0.64 -0.56 0.58
H 0.36478 3.56473 -1.51830 0.91 -0.58 0.04
H 0.79380 5.47941 0.10717 0.80 -0.58 0.42
H 1.75219 5.20421 1.60411 0.09 -0.75 -0.77
H 2.58360 5.45388 0.00457 -0.69 -0.43 0.65
Ca -1.37674 -1.16575 0.14195 0.89 -0.35 2.21

---

5.
38
Properties=species:S:1:pos:R:3:forces:R:3 method="wB97M-V/def2-TZVPD" total_charge=+1 e_lumo_ha=-0.1788 e_tot_ha=-1226.0821 e_above_lowest_kcal_mol=114.8 homo_ev=-12.978
C -2.53100 -1.67251 2.55421 -1.04 -0.71 0.79
C -2.97062 -2.45680 1.18186 0.78 -0.46 -0.52
C -2.28493 -1.80711 -0.19839 -2.02 -0.36 0.43
N -0.91268 -1.23247 0.06560 -1.55 -1.32 0.02
N -0.24143 -0.86350 -1.08749 1.52 0.12 -5.25
C -0.53930 -1.08848 -2.43035 0.86 0.65 1.08
S 0.73799 -0.42108 -3.68467 -1.33 -1.30 2.83
C 2.05590 -0.50852 -2.30335 -2.42 -1.84 1.32
C 1.07571 -0.06115 -1.02409 2.75 1.38 -0.22
C 0.96840 1.59038 -1.11653 -1.12 0.44 0.02
C 0.13064 2.24852 0.15745 0.36 0.62 -0.94
C -0.82877 3.47450 -0.44757 0.97 5.76 1.92
O -0.54668 4.72847 -0.04753 -2.18 -8.34 -2.92
O -1.95456 3.25876 -1.38284 3.20 -1.24 1.90
B 2.08078 -0.29824 0.25507 1.65 -0.90 2.93
O 3.49421 -0.72696 -0.02568 -2.22 3.40 -0.21
O 1.74678 -0.09523 1.68508 1.37 1.18 -3.44
C 2.71953 0.95934 2.12457 1.14 0.82 0.50
H -3.19513 -2.14123 3.42841 1.49 1.02 -1.90
H -2.80761 -0.52582 2.53540 0.82 -2.35 -0.14
H -1.40889 -1.87537 2.87894 -2.34 0.64 -0.93
H -4.14819 -2.49289 1.00447 2.68 0.31 0.46
H -2.61527 -3.59598 1.19961 -0.75 2.50 0.25
H -2.99830 -0.92337 -0.50576 1.57 -1.74 0.18
H -2.29163 -2.70586 -0.98031 0.14 2.12 1.34
H -0.40590 -1.95309 0.62463 0.19 0.96 -0.69
H -1.47782 -1.63935 -2.85892 1.82 1.21 1.27
H 3.04754 0.09527 -2.47299 -2.35 -1.30 0.28
H 2.14156 -1.68251 -2.10388 0.72 2.67 -0.83
H 0.40671 1.96676 -2.08988 1.34 -1.19 1.76
H 2.07934 2.01972 -1.20157 -2.46 -0.98 0.37
H 0.93726 2.77470 0.84343 -2.20 -1.02 -1.24
H -0.48500 1.43110 0.73677 1.18 1.72 -1.17
H -1.96203 2.30467 -1.71924 0.17 1.78 0.90
H 3.99173 0.12577 -0.28815 -0.72 -2.14 0.57
H 2.25420 1.67825 2.94281 0.66 -1.77 -1.88
H 3.70160 0.48795 2.56146 -2.05 0.76 -0.89
H 3.03585 1.62334 1.18940 -0.64 -1.13 2.03

---

6.
40
Properties=species:S:1:pos:R:3:forces:R:3 method="wB97M-V/def2-TZVPD" total_charge=0 e_lumo_ha=0.0122 e_tot_ha=-9222.5918 e_above_lowest_kcal_mol=1.8 smiles=BrCCBr.ClCCCl.ClCCCl.ClCCCl.ClCCCl homo_ev=-9.973
Br 6.93486 10.03091 9.56648 0.60 -0.15 -0.08
C 8.75547 9.28342 9.37304 -0.05 -0.17 0.26
C 9.74758 10.39006 9.62748 0.83 -0.06 -0.25
Br 11.58654 9.57844 9.62486 -0.80 0.35 0.08
H 8.78684 8.77708 8.40830 0.14 0.54 -0.04
H 8.91066 8.50942 10.12468 -0.45 0.17 0.14
H 9.59798 10.85978 10.59964 0.13 -0.27 -0.01
H 9.82567 11.18590 8.88676 -0.26 -0.32 -0.12
Cl 7.65979 10.01404 6.17244 -0.29 -0.41 -0.51
C 7.71165 11.76870 6.33148 -0.92 1.01 0.97
C 6.31524 12.44052 6.53410 0.43 -1.12 -0.97
Cl 5.37127 12.42438 4.98224 0.24 0.11 0.47
H 8.28819 12.15158 5.48940 -0.18 0.18 0.25
H 8.18952 11.92490 7.29862 0.44 0.26 -0.23
H 6.37287 13.47164 6.88276 0.27 -0.13 -0.16
H 5.74663 11.83752 7.24204 0.05 0.14 -0.03
Cl 8.05640 16.04268 8.04368 0.47 0.68 -0.06
C 9.66475 16.36268 8.80350 -0.14 -0.89 0.60
C 9.68594 15.60272 10.13501 0.22 -0.48 -0.57
Cl 9.42618 13.81622 9.80296 0.10 0.75 0.44
H 9.85450 17.42165 8.97876 -0.44 0.02 -0.13
H 10.43631 15.97930 8.13580 -0.19 -0.01 -0.01
H 8.91538 15.95342 10.82156 -0.02 -0.21 -0.16
H 10.66072 15.65502 10.61996 -0.06 0.11 -0.10
Cl 7.15614 6.44682 11.30724 0.18 -0.09 -0.22
C 5.42448 6.75646 11.24306 -1.17 0.26 1.17
C 4.93727 7.50938 12.52006 0.66 -0.75 -1.42
Cl 5.71744 9.08771 12.54802 -0.11 0.59 0.52
H 4.88891 5.80722 11.22948 0.22 -0.12 -0.12
H 5.13099 7.32452 10.36028 0.42 0.01 -0.01
H 5.24537 6.97148 13.41662 -0.36 0.05 -0.07
H 3.86218 7.64038 12.39714 0.06 0.01 0.44
Cl 6.00249 14.17434 14.94674 0.00 0.36 0.15
C 6.12704 12.77102 13.89858 1.15 -1.04 -0.86
C 7.48795 12.71658 13.13658 -0.83 0.42 0.59
Cl 8.88654 12.53610 14.22192 0.04 0.16 0.17
H 5.35079 12.82520 13.13528 -0.09 -0.02 0.17
H 6.00690 11.87694 14.51038 -0.12 0.10 -0.08
H 7.56119 13.66946 12.61242 0.37 -0.20 -0.15
H 7.58716 11.86986 12.45740 -0.54 0.16 -0.08